Record 1
A 2-piece molecular cluster, C4H6O2 overall. Source: OMol25; level of theory: the ωB97M-V functional and the def2-TZVPD basis.

Calculated values
Charge ... 0
E_HOMO ... -8.7 eV
2S+1 ... 1
Orbital gap ... 0.343 Ha
Energy above the lowest of the compared OMol25 structures with the same formula, charge and spin ... 127.1 kcal per mole
Molecular weight ... 86.1 Da

Each line ends with the Löwdin charge.
Element x y z (Å)
C  -1.20493  0.21346  0.59947  -0.06
O  -0.74762  1.19907  -0.12427  -0.08
C  0.65577  1.08369  -0.54539  -0.07
C  1.13285  -0.15611  0.14601  -0.23
O  0.92088  -0.10339  1.54978  0.01
C  -0.05630  -0.76864  0.74469  -0.27
H  -2.28141  -0.73126  -0.33727  0.03
H  -2.05531  -1.20551  -0.90317  0.10
H  0.69823  1.00674  -1.63682  0.13
H  1.12511  2.00505  -0.20219  0.13
H  2.00774  -0.70568  -0.18835  0.15
H  -0.19500  -1.83742  0.89751  0.14

=====

Record 2
C40H37GeN2O7PY as an isolated structure. Source: OMol25; level of theory: the ωB97M-V functional and the def2-TZVPD basis.

Calculated values
Charge ... -1
E_HOMO ... -3.2 eV
2S+1 ... 1
Orbital gap ... 0.186 Ha
Energy above the lowest of the compared OMol25 structures with the same formula, charge and spin ... 32.0 kcal per mole
Molecular weight ... 850.2 Da

Each line ends with the Löwdin charge.
Element x y z (Å)
Y  0.03597  -0.50175  -0.09483  1.34
O  4.16668  0.39225  0.13460  0.05
C  3.07496  0.91300  0.23044  -0.69
O  1.95684  0.35384  0.56495  -0.26
C  2.93560  2.42805  -0.04205  -0.25
P  1.17648  2.88982  0.16964  1.05
C  0.91691  2.86888  1.97849  -0.38
C  1.90356  2.56322  2.91200  -0.07
C  1.60518  2.53756  4.26803  -0.08
C  0.31973  2.81515  4.71004  -0.09
C  -0.67678  3.10390  3.78725  -0.09
C  -0.37962  3.11831  2.43299  -0.12
C  1.21301  4.70130  -0.15257  -0.37
C  1.30567  5.09462  -1.49038  -0.12
C  1.29740  6.43311  -1.84784  -0.09
C  1.17528  7.41155  -0.86905  -0.10
C  1.07215  7.03608  0.46122  -0.09
C  1.09704  5.69298  0.81831  -0.08
H  3.22028  2.62395  -1.07710  0.09
H  3.63467  2.98022  0.58664  0.09
H  2.90566  2.30637  2.59263  0.11
H  2.37940  2.27669  4.97693  0.10
H  0.09002  2.78656  5.76786  0.10
H  -1.68945  3.29843  4.11904  0.10
H  -1.16979  3.30734  1.71324  0.09
H  1.37643  4.33841  -2.26683  0.10
H  1.37666  6.71308  -2.89112  0.10
H  1.15978  8.45873  -1.14373  0.10
H  0.97964  7.79126  1.23245  0.10
H  1.02621  5.42180  1.86363  0.10
C  -2.13198  3.73950  -0.99171  -0.02
C  -2.87521  2.50566  -0.62248  -0.36
N  -2.37190  1.30365  -0.41260  0.14
C  -3.45266  0.47794  -0.18812  -0.12
C  -4.61581  1.20022  -0.24328  -0.08
N  -4.22145  2.48260  -0.51583  0.17
C  -6.06759  0.92034  -0.10308  -0.50
O  -6.42074  -0.31790  0.11920  0.13
O  -6.85394  1.84255  -0.20322  0.07
C  -3.26014  -0.99327  0.02025  -0.55
O  -4.27366  -1.71114  0.11399  0.04
O  -2.06652  -1.38100  0.07055  -0.13
H  -1.09178  3.48804  -1.16150  0.02
H  -2.18043  4.49768  -0.20726  0.08
H  -2.54094  4.17368  -1.90589  0.09
H  -4.87441  3.24315  -0.62332  0.17
H  -5.60010  -0.93511  0.17090  0.07
C  -1.53589  -0.34147  3.02861  -0.07
O  -0.38463  -0.22749  2.18554  -0.22
H  -1.22658  -0.55539  4.05142  0.09
H  -2.11817  -1.18206  2.65966  0.08
H  -2.12227  0.57894  2.99833  0.08
H  0.34451  0.21953  2.64256  0.08
C  0.80642  -2.50918  -0.25508  -0.50
Ge  1.02758  -3.24839  1.47265  0.80
C  -0.60215  -3.68517  2.54292  -0.25
C  -0.62029  -3.90942  3.92096  -0.14
C  -1.80178  -4.18466  4.60015  -0.11
C  -3.00328  -4.24822  3.90767  -0.11
C  -3.00747  -4.04750  2.53329  -0.09
C  -1.82040  -3.77355  1.86666  -0.12
C  2.19145  -2.13345  2.64690  -0.26
C  1.85395  -1.59724  3.88959  -0.13
C  2.75371  -0.83752  4.62904  -0.12
C  4.02023  -0.57870  4.12415  -0.12
C  4.37064  -1.08401  2.87839  -0.09
C  3.47004  -1.85669  2.15937  -0.11
C  2.01309  -4.99131  1.49120  -0.26
C  2.27978  -5.70690  2.65809  -0.11
C  2.97825  -6.90650  2.62702  -0.11
C  3.42464  -7.41714  1.41386  -0.12
C  3.16952  -6.71806  0.24233  -0.11
C  2.47217  -5.51569  0.28625  -0.12
H  0.02235  -3.12710  -0.73910  -0.10
H  0.30406  -3.88054  4.48955  0.08
H  -1.78165  -4.34989  5.67215  0.09
H  -3.92892  -4.45172  4.43380  0.09
H  -3.93820  -4.07756  1.97941  0.10
H  -1.84749  -3.57563  0.80229  0.08
H  0.86598  -1.77168  4.30475  0.07
H  2.46147  -0.44950  5.59941  0.09
H  4.72836  0.01390  4.69386  0.09
H  5.34147  -0.86204  2.45226  0.10
H  3.74903  -2.21222  1.17364  0.11
H  1.93744  -5.32298  3.61527  0.09
H  3.17632  -7.44460  3.54775  0.09
H  3.96976  -8.35382  1.38449  0.09
H  3.51805  -7.10866  -0.70770  0.09
H  2.28051  -4.95166  -0.62299  0.08

=====

Record 3
C32H46BrN3P2Pt as an isolated structure at a distorted geometry. Source: OMol25; level of theory: the ωB97M-V functional and the def2-TZVPD basis.

Calculated values
Charge ... +4
E_HOMO (alpha / beta) ... -18.2 / -18.9 eV
Expectation value of S² ... 6.078
2S+1 ... 5
Orbital gap (alpha / beta) ... 0.209 / 0.142 Ha
Energy above the lowest of the compared OMol25 structures with the same formula, charge and spin ... 0.0 kcal per mole
Molecular weight ... 809.7 Da

Each line ends with the Löwdin spin population.
Element x y z (Å)
N  1.35242  -0.81989  6.22165  0.77
C  0.21310  -1.22221  5.65103  0.07
C  0.18703  -2.01845  4.50270  0.09
C  1.41558  -2.35286  3.89805  0.00
C  2.61615  -1.97959  4.55335  0.10
C  2.52257  -1.20195  5.71000  0.08
C  1.41251  -2.94810  2.58628  0.20
Pt  -0.12908  0.07114  -1.13630  0.97
P  -0.79736  0.52146  -3.33143  0.22
C  2.54076  -3.07584  1.82455  -0.01
C  2.40249  -3.20057  0.38326  0.17
C  3.27935  -2.54477  -0.51181  0.06
C  2.85601  -2.27230  -1.81395  0.04
C  1.56655  -2.66968  -2.18502  0.18
C  0.78599  -3.53535  -1.41187  0.02
C  1.23723  -3.82117  -0.12627  0.08
Br  0.95471  -2.25774  -3.99078  0.14
H  0.44127  -3.28675  2.20762  0.01
H  3.55612  -3.02333  2.24040  0.00
H  -0.75904  -2.31629  4.05028  0.01
H  3.60044  -2.24426  4.17189  0.01
H  -0.72616  -0.92003  6.11982  0.01
H  3.42435  -0.88564  6.23773  0.02
H  4.25058  -2.20627  -0.13922  0.00
H  0.64638  -4.47393  0.51672  0.00
H  3.49116  -1.74957  -2.52720  0.00
H  -0.15527  -3.93004  -1.79061  0.00
P  0.96809  1.68384  -0.01726  0.19
C  -1.90127  -0.90064  -3.70808  0.06
C  -2.20900  -1.19418  -5.18196  0.02
H  -2.81811  -0.70282  -3.12495  0.00
H  -1.45418  -1.80617  -3.26890  0.01
H  -2.98794  -1.96638  -5.22806  0.00
H  -2.59345  -0.32271  -5.72041  0.00
H  -1.33640  -1.59049  -5.71947  0.00
C  0.73368  0.95768  -4.24988  0.05
C  0.60484  1.08591  -5.76586  0.02
H  1.45784  0.16766  -3.99802  0.01
H  1.13694  1.88962  -3.81863  0.00
H  1.58223  0.90117  -6.22496  0.00
H  -0.10021  0.37060  -6.20312  0.00
H  0.30924  2.09927  -6.05883  0.00
C  -1.82861  2.00465  -3.60400  0.01
C  -2.56593  2.09495  -4.94481  0.01
H  -1.14999  2.86018  -3.47132  0.00
H  -2.55330  2.05135  -2.77931  0.00
H  -3.03904  3.08159  -5.03063  0.00
H  -1.89689  1.98311  -5.80809  0.00
H  -3.36612  1.34999  -5.01482  0.00
C  0.10926  3.24330  0.47531  0.01
C  -0.44746  4.06767  -0.68287  0.00
H  0.87085  3.80995  1.03830  0.00
H  -0.68529  2.99576  1.19828  0.00
H  -0.80722  5.03232  -0.29420  0.00
H  0.30932  4.28331  -1.45229  0.00
H  -1.31032  3.56897  -1.14903  0.00
C  2.40484  2.37066  -0.93558  0.04
C  3.59894  1.42247  -0.97808  0.01
H  2.67480  3.32709  -0.45891  0.01
H  2.05296  2.62576  -1.94817  0.00
H  4.32900  1.78300  -1.71307  0.00
H  4.11411  1.38186  -0.01068  0.00
H  3.30604  0.40623  -1.27163  0.01
C  1.53252  0.90866  1.54618  0.06
C  0.80071  1.32847  2.82029  0.00
H  2.61081  1.10682  1.61787  0.01
H  1.43608  -0.17862  1.40214  0.01
H  1.33992  0.95553  3.70014  0.00
H  0.72030  2.41877  2.92285  0.00
H  -0.20403  0.89204  2.86076  0.00
N  -3.71128  0.81092  0.94991  0.01
C  -2.60409  1.21541  0.28110  0.02
N  -1.85540  0.15017  -0.03671  0.16
C  -2.47175  -0.99910  0.49353  0.02
C  -2.20384  -2.32869  0.18305  0.00
C  -3.20365  -3.25840  0.50134  0.00
C  -4.40478  -2.85498  1.10094  0.00
C  -4.66906  -1.50587  1.38618  0.00
C  -3.67553  -0.58477  1.07790  0.01
H  -4.42488  1.43754  1.31973  0.00
H  -2.42123  2.24700  -0.02214  0.00
H  -1.25808  -2.55611  -0.31413  0.00
H  -3.04171  -4.30449  0.26197  0.00
H  -5.15364  -3.61412  1.32943  0.00
H  -5.60201  -1.16313  1.83399  0.00

=====

Record 4
A 4-piece molecular cluster, C22H53BO5S2 overall at a distorted geometry. Source: OMol25; level of theory: the ωB97M-V functional and the def2-TZVPD basis.

Calculated values
Charge ... 0
E_HOMO ... -9.4 eV
2S+1 ... 1
Orbital gap ... 0.354 Ha
Molecular weight ... 472.6 Da

Each line ends with the Löwdin charge.
Element x y z (Å)
C  -0.35844  -3.41267  -0.51512  -0.04
O  0.39447  -2.19983  -0.42527  0.03
B  -0.25316  -1.09232  -0.92380  -0.87
O  0.35621  -0.26039  -1.80278  0.22
O  -1.57989  -0.88634  -0.48358  -0.14
S  -1.87463  0.46023  0.41499  0.97
O  -0.78232  1.36577  0.20556  -0.36
O  -3.10817  1.13431  -0.41785  -0.33
C  -3.92938  0.27459  -1.22287  -0.23
C  -4.73662  -0.75491  -0.42825  -0.25
C  -4.79106  -2.07633  -1.19103  -0.59
S  -5.77450  -3.35251  -0.36492  0.71
H  -0.65988  -3.62009  -1.54167  0.10
H  -1.25612  -3.36894  0.10155  0.09
H  0.26432  -4.21776  -0.14001  0.08
H  0.91082  -0.75947  -2.40476  0.12
H  -3.34365  -0.19239  -2.01117  0.12
H  -4.62126  0.95437  -1.71800  0.12
H  -4.28009  -0.94888  0.54073  0.10
H  -5.75392  -0.40734  -0.26712  0.11
H  -3.78503  -2.46078  -1.34565  0.06
H  -5.21893  -1.92073  -2.18055  0.07
H  -4.77996  -3.94965  0.29371  -0.16
C  -2.86936  4.31898  -1.54976  -0.10
C  -3.90428  5.32539  -2.04366  -0.27
C  -5.13052  4.66541  -2.67277  -0.23
C  -4.83920  3.81962  -3.91376  -0.23
C  -4.14814  4.56626  -5.05302  -0.27
C  -4.97340  5.72183  -5.61147  -0.11
H  -2.46850  3.71571  -2.36564  0.07
H  -2.02771  4.82533  -1.07587  0.07
H  -3.30701  3.64195  -0.81630  0.06
H  -3.43980  6.01531  -2.75382  0.10
H  -4.23760  5.93741  -1.20155  0.10
H  -5.86417  5.43768  -2.92046  0.10
H  -5.61065  4.02661  -1.92384  0.11
H  -5.78416  3.40685  -4.28265  0.11
H  -4.22463  2.95902  -3.63251  0.09
H  -3.94427  3.85546  -5.85808  0.10
H  -3.17470  4.93750  -4.72226  0.10
H  -5.93887  5.36828  -5.97951  0.07
H  -4.45578  6.20260  -6.44243  0.07
H  -5.15977  6.48673  -4.85644  0.06
C  3.16711  -2.92877  1.26793  -0.10
C  2.58973  -4.26759  1.71814  -0.27
C  3.42423  -4.97004  2.78777  -0.23
C  4.84266  -5.34085  2.35247  -0.23
C  4.92105  -6.23524  1.11647  -0.27
C  4.25209  -7.59390  1.30421  -0.11
H  4.15051  -3.04896  0.80858  0.07
H  2.51192  -2.46608  0.52961  0.05
H  3.26554  -2.24775  2.11364  0.06
H  2.46405  -4.92342  0.85057  0.09
H  1.58621  -4.09983  2.12137  0.10
H  2.89633  -5.86939  3.11775  0.10
H  3.48946  -4.32193  3.66726  0.11
H  5.34106  -5.84453  3.18676  0.11
H  5.41735  -4.42960  2.16679  0.10
H  5.97431  -6.39065  0.86948  0.10
H  4.47966  -5.72575  0.25551  0.10
H  4.70069  -8.13602  2.13913  0.07
H  4.36262  -8.20875  0.40999  0.07
H  3.18381  -7.49426  1.50230  0.06
C  5.39636  3.15249  3.44973  -0.11
C  4.88948  2.30609  2.28553  -0.27
C  3.53910  2.76650  1.73898  -0.23
C  2.38370  2.70007  2.73876  -0.22
C  2.13629  1.31633  3.33730  -0.26
C  1.76362  0.26953  2.29347  -0.10
H  4.72308  3.10395  4.30675  0.06
H  6.37627  2.80843  3.78364  0.07
H  5.49265  4.19962  3.15526  0.07
H  4.83316  1.25796  2.59252  0.10
H  5.62147  2.34528  1.47453  0.10
H  3.29153  2.16968  0.85707  0.10
H  3.63237  3.79816  1.38506  0.11
H  1.47209  3.03577  2.23547  0.11
H  2.55913  3.41211  3.55048  0.10
H  1.32603  1.39615  4.06699  0.10
H  3.01547  0.98198  3.89586  0.10
H  0.87230  0.56308  1.73890  0.05
H  1.55802  -0.69314  2.76574  0.07
H  2.56113  0.11141  1.56595  0.07